[1]
DFT (the ωB97M-V functional and the def2-TZVPD basis) results for C58H48ILuNO5P3S4 as an isolated structure.

Calculated values
- Kohn-Sham gap (spin up / spin down): 4.45 / 4.45 eV
- Total charge: -2
- 2S+1: 1
- HOMO (spin up / spin down): -0.053 / -0.053 hartree

Geometry as XYZ:
```
121
Properties=species:S:1:pos:R:3:forces:R:3
Lu 13.925335 13.735132 12.825684 1.4 1.0 1.8
O 12.383306 15.005294 13.013182 -2.9 1.1 0.9
N 10.971159 15.979713 11.097038 -2.2 0.4 -0.7
C 9.192131 16.695065 12.552180 -1.8 -0.5 0.3
C 8.701045 17.744316 11.844845 0.8 0.6 0.1
C 9.120100 18.277843 10.575070 -0.1 -0.4 0.4
C 9.798632 17.548129 9.628362 -0.4 0.6 -0.6
C 10.404595 16.338763 9.859517 1.3 0.9 0.9
S 15.432041 12.817295 10.041070 -0.2 1.1 0.0
H 8.706068 16.572778 13.528559 0.2 -0.1 -0.2
H 7.924319 18.349309 12.329073 0.4 -0.2 0.1
H 8.790517 19.264262 10.327242 -0.4 0.4 -0.2
H 9.678007 17.825222 8.552231 0.2 0.0 0.9
S 16.932477 15.281904 16.589716 -0.4 -0.4 -0.8
C 15.999346 14.589504 15.320029 0.4 0.5 1.1
S 14.504510 13.838627 15.636878 -0.9 -0.3 0.2
S 16.417478 14.586758 13.671940 0.6 0.3 -1.0
O 14.273595 14.975582 11.027487 0.3 -0.1 -1.2
C 14.742954 14.381888 10.015179 0.4 -0.6 -0.1
C 14.568482 15.173313 8.724655 -0.7 1.3 -0.9
C 15.290222 16.372008 8.466217 -0.5 -1.3 0.4
C 14.754040 17.316121 7.591856 2.3 1.4 0.8
C 13.700912 17.125733 6.784657 -2.4 -3.1 -1.1
C 13.094671 15.832381 6.843070 0.0 0.9 0.2
C 13.445419 14.918018 7.866446 1.1 2.0 -0.4
P 12.448285 13.504756 8.158430 -0.7 -1.9 1.1
C 11.772657 13.210943 6.520764 -0.9 -0.6 0.4
C 12.709773 12.747638 5.616882 0.8 0.7 0.7
C 12.352344 12.234777 4.428914 -0.8 -1.2 -1.7
C 10.997432 12.192425 4.079086 -0.7 1.1 0.3
C 10.034620 12.798033 4.915315 1.5 -0.8 0.1
C 10.401326 13.153079 6.212559 0.9 0.6 -0.8
C 10.940160 14.090481 8.953811 0.6 -0.1 0.2
C 10.370183 15.443323 8.668785 -1.7 -1.1 -0.6
C 8.818991 15.299618 8.605553 -0.3 -1.0 0.1
C 8.223389 14.445636 9.450422 0.2 0.4 0.6
C 9.034642 13.613719 10.448702 0.6 -0.1 -0.9
C 10.375904 13.248271 9.826774 -0.7 1.9 0.0
H 16.263355 16.514702 8.945426 -0.6 0.3 0.2
H 15.217795 18.296664 7.523439 0.4 -0.1 0.1
H 13.300157 17.814799 6.048950 0.3 0.3 0.3
H 12.258455 15.595666 6.137452 0.9 0.1 0.8
H 13.762945 12.796948 5.858752 0.1 0.0 0.2
H 13.137092 11.829727 3.790533 -0.4 0.0 -0.1
H 10.628289 11.780732 3.157548 0.3 -0.1 -0.5
H 9.055856 13.018524 4.547898 -0.7 -0.4 -0.1
H 9.651916 13.469208 6.915874 -0.1 0.2 0.2
H 10.741851 15.895560 7.737824 0.0 -0.1 0.4
H 8.207565 15.923551 7.948076 0.4 -0.1 0.1
H 7.127722 14.331506 9.542220 0.6 0.3 -0.3
H 8.418568 12.706343 10.549283 0.4 -0.1 0.3
H 10.955279 12.456336 10.216861 0.3 -1.1 0.2
C 11.482452 14.491056 17.078033 -0.4 -0.9 0.4
C 11.395202 15.008985 18.541702 0.9 0.2 -1.2
P 11.846696 16.920626 18.585101 0.6 -2.3 -0.9
C 13.232254 16.904093 19.767530 -0.5 0.3 0.9
C 13.153752 17.817315 20.817060 -0.3 0.2 0.8
C 14.073406 17.763337 21.871096 0.8 0.9 1.3
C 15.135491 16.876365 21.813656 -0.5 -0.6 -2.7
C 15.259247 16.008953 20.656672 0.4 1.2 2.6
C 14.286598 15.993604 19.710450 -0.5 -0.2 -1.3
C 10.490226 17.242746 19.685774 -0.6 1.1 -0.6
C 9.520864 18.025268 19.080530 -1.5 2.3 -0.7
C 8.476014 18.648266 19.840978 0.2 -1.3 0.5
C 8.442438 18.303812 21.232842 -0.9 1.4 -1.6
C 9.289189 17.306927 21.696603 -0.3 0.1 2.1
C 10.345950 16.810763 20.993516 0.0 -0.3 -1.2
P 10.112995 15.087944 16.036958 0.6 1.1 -0.3
C 8.613286 14.193927 16.536978 -0.2 -1.1 0.6
C 8.592239 13.087862 17.382044 -2.1 -0.3 1.1
C 7.358937 12.620404 17.939039 1.1 0.0 -0.2
C 6.126023 13.148256 17.587949 0.9 0.1 -0.2
C 6.161735 14.211822 16.693934 -1.1 1.0 -0.8
C 7.355725 14.717421 16.195553 0.4 0.7 -1.1
C 10.585558 14.427328 14.432946 -0.6 1.2 1.4
C 10.147847 13.182275 14.039965 -0.8 -1.9 -1.5
C 9.527810 13.061221 12.815719 0.9 -0.7 1.2
C 9.176071 14.164824 11.920760 -0.1 1.7 -0.6
C 10.105511 15.546402 12.229277 -0.3 0.4 -1.9
C 11.043383 15.428499 13.443516 2.6 -0.5 -0.3
H 11.491119 13.377235 16.972725 0.1 0.6 0.5
H 12.427510 14.785752 16.597594 -0.3 0.2 0.1
H 12.155358 14.421639 19.098628 -0.7 0.5 0.2
H 10.357318 14.945513 18.926272 0.8 -0.3 0.0
H 12.293079 18.504997 20.875397 0.7 -0.3 -0.1
H 14.132255 18.455780 22.799940 -0.8 -0.9 -1.9
H 15.921260 17.027678 22.507795 0.7 -0.5 0.7
H 16.124897 15.386727 20.561614 0.3 -0.3 -0.1
H 14.348100 15.309876 18.853238 0.2 0.2 0.3
H 9.634217 18.357375 17.986249 -0.1 -0.8 1.7
H 7.655018 19.245397 19.337999 1.4 -0.5 0.8
H 7.796040 18.906763 21.925747 0.4 -1.1 -0.7
H 9.147327 16.958264 22.723625 0.1 0.2 -0.2
H 11.075693 16.087083 21.333638 -0.2 0.1 0.5
H 9.410980 12.506019 17.766995 0.8 0.4 -0.3
H 7.484480 11.839719 18.687834 -0.4 -0.1 -0.2
H 5.189391 12.739801 17.941827 0.0 0.1 0.2
H 5.203993 14.708702 16.376772 1.0 -0.6 0.3
H 7.377167 15.522099 15.409031 -0.3 -0.6 1.1
H 10.248252 12.258537 14.674633 -0.2 1.1 -0.5
H 9.247535 12.091642 12.459980 -0.2 -0.6 0.0
H 8.094985 14.409623 12.054511 0.6 0.4 0.7
H 11.814453 15.475226 10.990161 0.9 -0.9 0.3
H 11.068933 16.444501 13.952538 0.3 -1.0 -0.7
I 10.710176 6.220828 9.857861 0.5 -0.1 0.4
C 12.047075 7.551788 10.835030 0.7 0.4 -0.2
C 12.257830 7.575950 12.228744 0.4 0.0 -0.8
C 12.808067 8.731417 12.814634 -0.6 -0.7 -0.4
C 12.998638 9.847109 12.014894 0.0 1.5 -0.9
C 12.978098 9.748565 10.628283 0.0 -1.9 -1.2
C 12.630313 8.522533 10.004880 -0.5 0.4 0.8
C 13.228139 11.278790 12.457006 -0.4 1.1 0.2
O 13.922213 11.545830 13.468826 -0.3 -0.9 -0.5
O 12.706800 12.259941 11.763830 0.2 -2.6 0.4
H 12.141683 6.635168 12.765604 -0.4 0.5 0.2
H 12.996044 8.751633 13.875877 0.0 0.2 0.1
H 13.261690 10.554311 9.961046 0.0 0.3 0.4
H 12.744210 8.336186 8.921967 -0.4 0.5 0.7
O 14.465650 21.571046 20.661904 -0.4 1.0 -0.1
H 14.179502 22.312985 21.239184 0.2 -0.7 -0.7
H 14.203610 21.823347 19.750447 0.2 -0.2 0.9
```
Positions in Å, forces in eV/Å.

Atom charges from the Löwdin analysis, given in e for atoms 1 to 8: number 1, Lu, carries 1.381; number 2, O, carries -0.399; number 3, N, carries 0.142; number 4, C, carries -0.036; number 5, C, carries -0.097; number 6, C, carries -0.095; number 7, C, carries -0.098; number 8, C, carries -0.209

=====

[2]
DFT (the ωB97M-V functional and the def2-TZVPD basis) results for C6H8O6Pt as an isolated structure.

Calculated values
- Relative energy (zero: lowest compared OMol25 entry of this formula, charge and spin): 21.1 kJ/mol
- Kohn-Sham gap (spin up / spin down): 7.95 / 8.19 eV
- Total charge: +1
- <S²>: 3.758
- 2S+1: 4
- HOMO (spin up / spin down): -0.446 / -0.548 hartree

Geometry as XYZ:
```
21
Properties=species:S:1:pos:R:3:forces:R:3
O 2.016295 -0.333649 -0.518886 1.3 -1.5 -2.9
C 2.888462 -0.831372 0.488104 2.4 -3.5 -0.1
O 3.448847 -1.886548 0.336892 -1.0 1.6 0.1
O 2.884712 0.021424 1.432274 -0.9 1.3 0.6
C 1.112971 -1.203801 -1.209113 -0.2 -0.6 0.3
H 1.576171 -1.538573 -2.146479 -0.2 0.1 0.2
H 0.882360 -2.070380 -0.576055 0.2 0.2 -0.1
C -0.123986 -0.386569 -1.474603 0.2 0.3 -0.3
H -0.008074 0.328111 -2.295511 -0.2 -0.1 0.4
H -1.015989 -1.010037 -1.583069 0.1 0.4 0.2
O -1.958124 0.018729 1.300363 0.6 -0.2 0.2
C -1.582713 0.763377 0.253799 -2.9 0.6 1.2
C -3.238337 -0.581913 1.030149 -0.4 -0.3 0.0
O -0.315929 0.616854 -0.169636 -4.8 -2.3 -5.3
O -2.489812 0.737422 -0.728507 0.6 0.2 -0.5
C -3.701678 0.151170 -0.229140 -0.6 -0.1 0.2
H -3.891983 -0.420846 1.892521 0.2 -0.1 -0.2
H -3.088829 -1.657189 0.868793 0.0 0.3 0.1
H -4.421753 0.949794 -0.014915 0.2 -0.2 -0.1
H -4.096860 -0.517794 -0.999683 0.1 0.2 0.2
Pt 1.190789 0.968800 0.693851 5.3 3.6 5.9
```
Positions in Å, forces in eV/Å.

Atom charges from the Löwdin analysis, given in e for atoms 1 to 8: number 1, O, carries -0.211; number 2, C, carries -0.697; number 3, O, carries 0.190; number 4, O, carries -0.053; number 5, C, carries -0.114; number 6, H, carries 0.167; number 7, H, carries 0.157; number 8, C, carries 0.059

=====

Here are the calculated strongest force on any atom numbers, same order: 4.05; 8.71 (eV Å⁻¹).
Here are the calculated DFT total energy numbers, same order: -6819.9688; -803.6566 (a.u.).